DFT (ωB97M-V/def2-TZVPD) results for 2 unconnected molecules or ions with the total composition C4H4PS in a non-equilibrium geometry.

Element x y z (Å)
C: -0.167833 0.420562 -0.491932
C: 0.237063 -1.005069 -0.414313
C: 0.956626 1.052207 -0.120457
C: 1.030441 -1.889325 0.148853
P: 2.141357 -0.372307 0.247617
S: -3.436695 -0.345505 0.228884
H: -1.213828 0.844587 -0.700430
H: -2.413849 -0.564853 -0.600014
H: 0.981311 2.041346 0.100228
H: 1.885403 -0.181639 1.601566

Forces on atoms 1 to 3 (eV/Å):
-0.98 -0.11 -0.53
1.34 -1.03 2.02
-0.62 -3.73 -0.45

* HOMO level: -2.86 eV
* total charge: -1
* electronic energy: -24332.665 eV
* spin multiplicity: 1
* relative energy (zero: lowest compared OMol25 entry of this formula, charge and spin): 101.2 kcal/mol

---

DFT (ωB97M-V/def2-TZVPD) results for C4H4S in the gas phase in a non-equilibrium geometry.

Element x y z (Å)
C: 1.447808 -1.018322 -0.031127
C: 0.771262 0.126667 -0.032566
C: -0.688187 0.369749 -0.084779
C: -1.750191 1.140563 -0.081052
S: -2.238685 -0.663971 -0.111426
H: 2.402745 -1.185869 0.283859
H: 0.949153 -1.833711 -0.480400
H: 1.356667 1.042778 0.394257
H: -2.250568 2.022114 0.143235

Forces on atoms 1 to 3 (eV/Å):
-3.19 0.57 -1.43
0.74 2.73 2.41
-0.53 0.49 -0.82

* HOMO level: -7.70 eV
* total charge: 0
* SMILES: C=CC1=CS1
* electronic energy: -15044.312 eV
* spin multiplicity: 1
* relative energy (zero: lowest compared OMol25 entry of this formula, charge and spin): 77.6 kcal/mol

---

DFT (ωB97M-V/def2-TZVPD) results for a molecular structure, C4H4S in a non-equilibrium geometry.

Element x y z (Å)
C: 0.509796 -0.975619 -0.033863
C: -0.430489 0.065482 0.077251
C: 1.730037 -0.214489 -0.176606
C: 0.691558 1.026840 -0.039217
S: -2.300572 0.032917 0.073444
H: 0.253384 -2.075105 0.161335
H: -2.129036 -1.222190 0.025338
H: 0.684316 1.691843 -0.879545
H: 0.991007 1.670319 0.791864

Forces on atoms 1 to 3 (eV/Å):
-2.02 -1.94 1.37
0.19 -1.68 -0.57
-2.69 0.59 0.03

* HOMO level: -8.81 eV
* total charge: 0
* electronic energy: -15042.423 eV
* spin multiplicity: 1
* relative energy (zero: lowest compared OMol25 entry of this formula, charge and spin): 121.2 kcal/mol

---

DFT (ωB97M-V/def2-TZVPD) results for 2 unconnected molecules or ions with the total composition C4H4S in a non-equilibrium geometry.

Element x y z (Å)
C: -0.553401 -2.070130 0.262685
C: -0.788744 -0.899855 0.093616
S: -1.844243 0.383732 0.088969
H: -0.066205 -2.909307 0.300935
H: -1.470042 1.004581 -1.051443
C: 1.129489 1.676260 0.333293
C: 1.229210 0.592751 -0.213123
H: 1.046483 2.606415 0.739202
H: 1.317449 -0.384449 -0.554135

Forces on atoms 1 to 3 (eV/Å):
-1.17 4.03 -0.53
-1.43 -1.24 0.11
-0.98 1.23 -0.10

* HOMO level: -8.93 eV
* total charge: 0
* SMILES: C#CS.C#C
* electronic energy: -15042.604 eV
* spin multiplicity: 1
* relative energy (zero: lowest compared OMol25 entry of this formula, charge and spin): 117.0 kcal/mol

---

DFT (ωB97M-V/def2-TZVPD) results for 2 unconnected molecules or ions with the total composition C4H4S2 in a non-equilibrium geometry.

Element x y z (Å)
C: -1.717412 -0.637710 1.275032
C: -1.079742 0.201344 0.618759
C: 1.960043 0.019183 0.186307
C: -0.295629 0.840831 -0.314605
S: 2.619333 -0.609255 -1.046896
S: -0.039549 0.252639 -1.962484
H: -2.156297 -1.291812 1.984394
H: 2.034546 -0.141998 1.287144
H: -0.142678 1.917706 0.002310
H: -1.182616 -0.550927 -2.029961

Forces on atoms 1 to 3 (eV/Å):
1.64 2.31 -1.21
-2.02 -3.83 1.57
-1.72 0.07 1.56

* HOMO level (spin up / spin down): -7.52 / -7.55 eV
* total charge: 0
* electronic energy: -25877.241 eV
* spin multiplicity: 1
* relative energy (zero: lowest compared OMol25 entry of this formula, charge and spin): 126.4 kcal/mol

---

DFT (ωB97M-V/def2-TZVPD) results for 26 unconnected molecules or ions with the total composition C4H50BO33 in a non-equilibrium geometry.

Element x y z (Å)
O: 3.164636 0.829045 0.457841
C: 1.927636 0.799045 0.323841
O: 1.311636 -0.202955 -0.071159
B: -0.115364 0.101045 -0.069159
O: -0.201364 1.387045 0.586841
C: 0.988636 1.767045 0.767841
O: 1.166636 2.600045 1.646841
O: -0.937364 -0.882955 0.633841
C: -1.785364 -1.319955 -0.174159
O: -2.686364 -1.981955 0.251841
C: -1.599364 -0.700955 -1.489159
O: -0.675364 0.180045 -1.453159
O: -2.538364 -0.715955 -2.255159
O: 5.892636 1.195045 0.136841
H: 4.949636 1.356045 0.205841
H: 5.950636 0.198045 0.056841
O: 4.834636 -0.778955 2.251841
H: 4.659636 0.151045 2.432841
H: 4.312636 -1.063955 1.529841
O: 1.377636 -1.956955 2.494841
H: 0.910636 -1.222955 2.922841
H: 1.494636 -2.527955 3.283841
O: 0.042636 -3.756955 1.097841
H: 0.322636 -3.071955 1.710841
H: 0.026636 -4.440955 1.777841
O: -0.136364 1.458045 3.730841
H: 0.738636 1.046045 3.610841
H: -0.212364 1.759045 4.614841
O: -1.903364 2.962045 2.246841
H: -1.660364 3.638045 1.613841
H: -1.127364 2.456045 2.453841
O: -2.412364 -3.074955 3.053841
H: -2.278364 -2.419955 2.355841
H: -1.876364 -3.856955 2.762841
O: 4.140636 -1.236955 -1.789159
H: 4.561636 -1.929955 -2.312159
H: 3.591636 -1.738955 -1.109159
O: -0.583364 0.929045 -4.274159
H: -0.061364 0.630045 -3.551159
H: -0.180364 0.642045 -5.132159
O: 1.878636 3.942045 3.777841
H: 1.701636 3.363045 2.989841
H: 2.144636 4.752045 3.330841
O: 3.220636 -2.380955 0.662841
H: 3.600636 -3.243955 0.783841
H: 2.453636 -2.383955 1.270841
O: -5.157364 -1.141955 -0.988159
H: -4.200364 -1.254955 -1.016159
H: -5.191364 -0.276955 -1.414159
O: 4.073636 2.909045 -1.542159
H: 3.492636 2.104045 -1.544159
H: 4.031636 3.261045 -0.665159
O: 1.146636 -2.847955 -1.245159
H: 0.621636 -3.215955 -0.556159
H: 1.512636 -2.085955 -0.854159
O: -2.354364 -0.017955 2.937841
H: -2.211364 -0.151955 2.017841
H: -1.772364 0.531045 3.419841
O: -1.758364 3.040045 -1.604159
H: -2.291364 2.385045 -1.060159
H: -2.124364 2.927045 -2.474159
O: -4.001364 -4.420955 0.593841
H: -3.211364 -3.891955 0.637841
H: -4.208364 -4.423955 -0.353159
O: 0.317636 5.355045 1.290841
H: 0.693636 6.106045 0.821841
H: 0.917636 4.596045 1.031841
O: 1.944636 0.811045 -3.012159
H: 2.083636 0.674045 -3.955159
H: 2.308636 0.060045 -2.511159
O: -2.643364 -2.503955 -4.367159
H: -2.399364 -1.947955 -3.665159
H: -2.147364 -2.146955 -5.079159
O: -4.803364 1.217045 -2.197159
H: -4.258364 1.332045 -1.406159
H: -5.448364 1.904045 -2.139159
O: 4.271636 1.692045 2.920841
H: 5.191636 1.894045 3.030841
H: 3.859636 2.298045 2.266841
O: -5.517364 -1.970955 1.692841
H: -5.858364 -1.173955 2.074841
H: -5.476364 -1.862955 0.744841
O: 0.435636 -1.831955 -3.665159
H: -0.177364 -2.217955 -4.286159
H: 0.409636 -2.336955 -2.879159
O: -2.905364 2.130045 -3.879159
H: -2.075364 1.600045 -4.032159
H: -3.515364 1.648045 -3.242159

Forces on atoms 1 to 3 (eV/Å):
-3.00 0.61 -0.38
7.73 0.45 0.35
-2.04 -3.57 -1.64

* HOMO level: -7.76 eV
* total charge: -1
* electronic energy: -73210.831 eV
* spin multiplicity: 1
* relative energy (zero: lowest compared OMol25 entry of this formula, charge and spin): 18.8 kcal/mol

---

DFT (ωB97M-V/def2-TZVPD) results for a molecular structure, C4H5AgO5 in a non-equilibrium geometry.

Element x y z (Å)
O: -0.086496 -0.751645 -0.838364
C: -0.694933 0.295047 -0.302535
C: -0.967360 -1.897660 -0.921580
O: 0.778533 1.370500 0.471679
O: -1.978882 0.154112 -0.476320
C: -2.327272 -1.205796 -0.854190
H: -0.750329 -2.568459 -0.085111
H: -0.720369 -2.378404 -1.873383
H: -2.980073 -1.609991 -0.074658
H: -2.841652 -1.164259 -1.819914
O: 1.998207 2.327806 2.623402
C: 2.131201 1.958292 1.330027
O: 3.308153 1.922882 0.902834
H: 2.487971 3.152086 2.766671
Ag: 2.643303 0.395486 -0.848565

Forces on atoms 1 to 3 (eV/Å):
0.85 -0.52 0.83
-1.27 0.56 -2.15
-0.31 0.01 -0.59

* HOMO level: -7.02 eV
* total charge: 0
* electronic energy: -18458.871 eV
* spin multiplicity: 1
* relative energy (zero: lowest compared OMol25 entry of this formula, charge and spin): 144.0 kcal/mol

---

DFT (ωB97M-V/def2-TZVPD) results for a molecular structure, C4H5BeLiO5 in a non-equilibrium geometry.

Element x y z (Å)
O: 0.792351 -1.894614 -2.568517
C: 0.007068 -1.911255 -1.577937
O: -0.605482 -2.897368 -1.203996
O: 0.104826 -0.774612 -0.796627
C: 0.209810 0.354401 1.296345
C: -0.072758 -0.866837 0.532625
Li: -0.230976 -4.288164 -2.487485
H: 0.144966 0.224668 2.379755
H: 1.111477 0.848032 0.907220
H: -1.134372 -0.043524 0.955528
H: 0.300905 -1.798645 0.971432
Be: 1.496351 -0.667315 -2.775145
O: -0.259416 1.909009 0.737849
C: -0.424664 2.943284 1.350600
O: -0.819718 4.047477 0.857205
H: -0.620373 4.815470 1.421143

Forces on atoms 1 to 3 (eV/Å):
1.47 0.96 -2.75
-2.54 -2.25 5.11
0.66 1.43 -1.08

* HOMO level (spin up / spin down): -20.43 / -21.30 eV
* total charge: +3
* electronic energy: -15035.508 eV
* ⟨S²⟩: 0.753
* spin multiplicity: 2